No. 1
Below is 2 unconnected molecules or ions with the total composition C26H40F14N3O9S at a distorted geometry, with properties calculated with the ωB97M-V functional and the def2-TZVPD basis.

Each line ends with the Mulliken charge.
Geometry (Å):
C: 5.1329 -2.9049 2.9728  -0.72
C: 6.0070 -1.8536 2.0094  0.60
O: 6.0604 -0.5907 2.4459  -0.55
O: 6.6725 -2.3987 0.8163  -0.32
C: 6.5115 -1.4860 -0.3555  -0.48
C: 5.1480 -1.7700 -1.2199  0.00
C: 4.9904 -0.8790 -2.5869  -0.64
C: 4.7351 0.7460 -2.2968  -0.44
C: 3.1119 1.1265 -2.4353  0.04
C: 2.8586 2.3712 -1.4028  -1.18
C: 1.3052 2.7941 -1.1291  -0.47
N: 0.2908 1.6900 -1.0899  0.74
C: -0.8328 2.0462 -2.0878  -0.21
O: -0.3835 1.7704 -3.4931  -0.10
O: -1.4143 1.3327 -4.1805  -0.47
C: -0.3709 1.4730 0.2871  0.74
F: -1.5806 2.3018 0.4934  -0.51
C: -0.9178 -0.1072 0.2335  -0.11
C: -2.1403 -0.4228 1.2703  -1.36
C: -3.6523 -0.0983 0.6880  1.07
F: -3.7077 0.1694 -0.7661  -0.36
F: -4.1018 1.1335 1.4398  -0.31
C: -4.5914 -1.4119 0.9758  0.42
F: -4.0732 -2.6555 0.2912  -0.33
F: -4.4647 -1.7032 2.4405  -0.32
C: -6.1569 -1.2650 0.4659  0.59
F: -6.1969 -1.9678 -0.8720  -0.27
F: -6.5357 0.1603 0.1375  -0.30
C: -7.2345 -2.0207 1.4401  0.63
F: -6.7065 -3.4235 1.6317  -0.29
F: -7.3649 -1.4527 2.8022  -0.25
C: -8.7450 -2.1870 0.8358  0.43
F: -9.5511 -2.8605 1.9231  -0.26
F: -8.8562 -3.0889 -0.3437  -0.23
C: -9.5325 -0.7898 0.5030  0.65
F: -10.9963 -1.0716 0.7507  -0.24
F: -9.4072 -0.3383 -0.9076  -0.21
F: -9.1917 0.3538 1.3796  -0.21
C: 0.6965 1.7572 1.4914  0.50
C: 2.0321 0.7536 1.4653  -0.69
O: 0.0744 1.4793 2.8304  -0.66
N: 1.0253 3.2196 1.4967  -0.35
C: 1.2544 3.8382 0.1548  1.00
C: 2.6656 4.7253 0.3232  -1.13
C: 0.0840 5.0200 -0.0292  -0.72
N: -0.1220 5.6301 1.3394  -0.54
H: 4.3337 -2.3061 3.6162  0.24
H: 4.5968 -3.6819 2.2646  0.20
H: 5.8507 -3.4629 3.7193  0.31
H: 6.6399 -0.3532 -0.0869  0.32
H: 7.4255 -1.7511 -1.0765  0.25
H: 5.1616 -2.9186 -1.5435  0.32
H: 4.2059 -1.6718 -0.5021  -0.18
H: 4.0471 -1.3157 -3.1687  0.29
H: 5.9125 -1.0134 -3.2955  0.35
H: 5.3819 1.4171 -3.0200  0.37
H: 5.1246 0.9135 -1.1809  0.11
H: 2.9062 1.4355 -3.5527  0.29
H: 2.5469 0.1292 -2.1603  -0.24
H: 3.5007 2.1717 -0.4435  -0.04
H: 3.3694 3.3087 -1.9409  0.47
H: 1.0038 3.4779 -2.0638  0.40
H: 0.6086 0.7421 -1.3770  0.42
H: -1.7982 1.4021 -1.9396  0.19
H: -1.1527 3.1695 -2.0382  0.33
H: -1.5900 0.3583 -3.9945  0.35
H: -1.2241 -0.4304 -0.8746  0.57
H: -0.0349 -0.8582 0.5196  -0.57
H: -2.0867 -1.5936 1.4990  0.37
H: -2.0697 0.1012 2.3144  0.31
H: 2.0406 0.2578 0.3910  -0.15
H: 2.0230 -0.0282 2.3359  0.23
H: 2.9542 1.4699 1.6542  0.21
H: -0.0123 0.4668 2.9405  0.45
H: 1.8793 3.3347 2.0877  0.49
H: 2.9536 5.1033 -0.7479  0.31
H: 3.5447 4.0579 0.7735  0.33
H: 2.4961 5.6837 1.0045  0.37
H: 0.4780 5.8999 -0.7333  0.31
H: -0.9365 4.6019 -0.4133  0.28
H: -1.1559 5.7644 1.4998  0.25
H: 0.3066 6.5875 1.3635  0.24
C: -1.1702 -4.7041 -0.4628  -0.36
C: 0.1223 -5.3927 -0.0329  -0.49
O: 1.1702 -4.5802 -0.5569  -0.36
S: 0.6774 -3.0254 -0.5732  1.42
O: 1.1923 -2.3765 0.6120  -0.66
O: 0.8688 -2.4994 -1.9048  -0.66
O: -0.9130 -3.3055 -0.3493  -0.11
H: -1.4044 -4.9235 -1.5095  0.30
H: -2.0182 -4.9881 0.1661  0.34
H: 0.1977 -6.4134 -0.4155  0.34
H: 0.2181 -5.4052 1.0580  0.30

Its HOMO-LUMO gap is 9.16 eV. The value obtained for the highest occupied orbital energy is -0.435 hartree. The total charge is +1.



No. 2
Below is 4 unconnected molecules or ions with the total composition C26H40F3N6O12S2 at a distorted geometry, with properties calculated with the ωB97M-V functional and the def2-TZVPD basis.

Each line ends with the Mulliken charge.
Geometry (Å):
C: 5.5316 -2.8862 -0.0378  -1.00
C: 5.7502 -1.4899 0.7144  0.65
O: 6.5375 -1.4749 1.6986  -0.52
N: 5.0666 -0.2268 0.2928  -0.03
C: 6.1975 0.7409 0.0842  -0.81
C: 4.1791 0.2021 1.4165  -0.51
C: 3.4346 1.5928 1.1769  -0.32
C: 2.3869 1.5521 -0.0536  -0.78
C: 0.9447 2.1843 0.3325  -0.12
N: -0.0779 1.0760 0.2770  0.16
C: -1.3194 1.0001 -0.4542  0.29
N: -1.8143 1.9552 -1.2517  0.03
C: -3.1264 1.8271 -1.9455  -0.89
C: -2.9590 1.8695 -3.5488  -0.58
C: -2.3065 0.5243 -4.1107  -0.57
S: -3.1159 -1.0294 -3.5098  0.24
C: -3.8061 -1.9628 -4.9437  -0.26
S: -2.8360 -2.0557 -6.3209  -0.16
N: -5.1134 -2.6318 -4.9935  0.07
C: -6.2546 -1.7144 -4.7195  -0.60
C: -6.5142 -1.3954 -3.1752  -0.02
O: -6.5191 -2.5433 -2.3032  -0.43
C: -5.4218 -3.4450 -2.5600  0.01
C: -5.1948 -3.8185 -4.0980  -0.68
N: -1.9693 -0.2588 -0.2114  -0.43
C: -1.1404 -0.9990 0.6912  -0.21
N: -0.0553 -0.1137 0.9409  0.02
O: 0.8882 -0.5484 1.8150  -0.29
H: 5.6990 -2.8068 -1.1625  0.29
H: 6.2891 -3.6472 0.3589  0.33
H: 4.4902 -3.3297 0.1577  0.23
H: 6.5999 1.0306 1.1092  0.31
H: 5.8241 1.6794 -0.4554  0.24
H: 7.0316 0.2293 -0.5190  0.33
H: 4.7807 0.2279 2.3914  -0.01
H: 3.3910 -0.6160 1.5367  0.29
H: 2.9004 1.8510 2.1560  0.25
H: 4.1902 2.4145 0.9453  0.40
H: 2.7670 2.0774 -0.9850  0.35
H: 2.2098 0.4374 -0.2674  0.43
H: 0.9326 2.6646 1.3815  0.47
H: 0.6699 3.0310 -0.3949  -0.09
H: -1.2462 2.8074 -1.3660  0.22
H: -3.7368 2.7597 -1.6550  0.28
H: -3.7480 0.9365 -1.6200  0.44
H: -4.0161 2.0503 -3.9658  0.29
H: -2.2881 2.7811 -3.7629  0.36
H: -2.4185 0.5536 -5.2560  0.39
H: -1.1948 0.5055 -3.8323  0.24
H: -7.1755 -2.1932 -5.2186  0.29
H: -6.0690 -0.7272 -5.2594  0.35
H: -7.5741 -0.9470 -3.1147  0.34
H: -5.8128 -0.5540 -2.8460  -0.10
H: -5.6903 -4.4301 -2.0283  0.17
H: -4.4197 -3.1210 -2.1204  0.10
H: -4.2218 -4.4064 -4.1731  0.35
H: -6.0219 -4.5244 -4.4767  0.30
H: -1.3649 -2.0369 1.0747  0.53
H: 0.6346 -0.1276 2.6783  0.41
C: 1.1703 7.1707 0.1541  -0.41
C: 0.5778 7.4695 1.4947  0.30
O: 0.4669 6.1895 2.0888  -0.27
C: 1.4673 5.4473 1.5443  0.61
O: 1.8545 4.4068 1.9944  -0.58
O: 1.9814 6.0339 0.4288  -0.29
F: -0.6613 7.9975 1.3720  -0.29
H: 0.4149 6.9065 -0.5910  0.27
H: 1.7687 7.9968 -0.2311  0.27
H: 1.1943 8.1152 2.1261  0.31
C: -4.0504 -6.7491 1.4663  -0.49
C: -3.5191 -5.3544 1.5717  0.37
O: -2.8272 -5.1803 0.3512  -0.24
C: -3.4697 -5.9795 -0.5489  0.62
O: -3.3421 -5.8938 -1.7324  -0.50
O: -4.2809 -6.8809 0.0692  -0.30
F: -2.6309 -5.2447 2.5906  -0.29
H: -3.3250 -7.5017 1.7874  0.30
H: -4.9728 -6.8877 2.0313  0.28
H: -4.2907 -4.5853 1.6697  0.27
C: 5.6480 0.8491 5.1148  -0.43
C: 6.1451 1.0746 6.5080  0.32
O: 5.2027 1.9845 7.0421  -0.31
C: 4.0354 1.7261 6.3901  0.60
O: 2.9635 2.1046 6.7549  -0.52
O: 4.2400 0.9745 5.2713  -0.26
F: 7.3619 1.6673 6.5007  -0.28
H: 6.0036 1.6070 4.4111  0.26
H: 5.9135 -0.1372 4.7312  0.33
H: 6.1765 0.1732 7.1264  0.28

Its HOMO-LUMO gap is 7.15 eV. The value obtained for the highest occupied orbital energy is -0.374 hartree. The total charge is +1.